1.
C5H5N as an isolated structure, computed with the ωB97M-V functional and the def2-TZVPD basis.

Structure (XYZ):
```
11
Properties=species:S:1:pos:R:3:forces:R:3
N 0.319 -1.764 -0.021 0.0 0.2 -0.2
C 1.274 -0.786 -0.110 0.0 0.0 0.1
C -1.303 -0.069 -0.382 0.0 0.1 0.1
C -0.963 -1.474 -0.271 0.1 0.0 0.0
C -0.385 0.930 0.104 0.2 0.0 -0.3
C 0.993 0.539 0.082 -0.1 0.0 0.1
H -1.015 0.292 0.957 0.0 0.0 0.1
H -0.688 1.966 0.240 0.0 -0.2 0.0
H 2.304 -1.130 -0.187 -0.1 0.1 0.0
H 1.775 1.270 0.258 -0.1 -0.1 0.0
H -2.310 0.226 -0.670 0.1 -0.1 0.1
```
Forces are in eV/Å.

Summary:
ΔE to the lowest compared entry with this formula, charge and spin: 523.2 kJ/mol
lowest unoccupied orbital energy (spin up / spin down): -0.475 / -0.475 eV
net charge: 0
DFT total energy: -6750.4850 eV
frontier orbital gap (spin up / spin down): 6.72 / 6.72 eV

---

2.
One molecule with the formula C5H5N, computed with the ωB97M-V functional and the def2-TZVPD basis.

Structure (XYZ):
```
11
Properties=species:S:1:pos:R:3:forces:R:3
N -1.662 -0.661 0.711 -1.0 -1.2 1.2
C -1.518 1.786 0.387 0.1 3.1 -0.4
C 0.637 -0.808 0.454 -0.5 -2.6 2.6
C -0.628 -1.403 0.941 1.6 -1.6 0.1
C 0.259 0.215 -0.399 0.4 1.2 0.0
C -1.243 0.559 0.335 1.4 0.2 -1.6
H 1.052 0.921 -0.547 -0.1 0.9 -0.1
H -0.102 -0.151 -1.324 -0.7 -0.1 -1.1
H -1.083 2.751 0.004 -0.7 -1.4 0.5
H 1.625 -0.925 0.933 -0.7 -0.1 -0.4
H -0.750 -2.433 1.432 0.2 1.7 -0.8
```
Forces are in eV/Å.

Summary:
ΔE to the lowest compared entry with this formula, charge and spin: 528.0 kJ/mol
lowest unoccupied orbital energy (spin up / spin down): -0.610 / -0.275 eV
net charge: 0
DFT total energy: -6750.4359 eV
frontier orbital gap (spin up / spin down): 7.82 / 7.66 eV

---

3.
One molecule with the formula C5H5N, computed with the ωB97M-V functional and the def2-TZVPD basis.

Structure (XYZ):
```
11
Properties=species:S:1:pos:R:3:forces:R:3
N 1.889 -1.126 1.019 1.2 -0.5 0.4
C -0.490 -0.890 -0.948 -0.1 -0.1 0.0
C -0.115 1.123 0.519 -0.4 0.4 0.1
C 0.450 -0.076 -0.076 -0.2 0.2 -0.1
C 0.753 -1.095 1.281 -0.3 0.8 -1.1
C -0.611 2.113 0.985 0.2 -0.4 -0.2
H -1.362 -1.191 -0.368 0.0 0.0 -0.1
H -1.059 2.985 1.400 0.1 0.0 0.0
H 0.022 -1.782 -1.320 -0.1 0.2 0.1
H -0.811 -0.289 -1.803 0.1 0.0 0.1
H 1.335 0.227 -0.689 -0.4 -0.5 0.9
```
Forces are in eV/Å.

Summary:
ΔE to the lowest compared entry with this formula, charge and spin: 430.5 kJ/mol
SMILES string: C#C[C@H](C)C#N
lowest unoccupied orbital energy: -0.124 eV
net charge: 0
DFT total energy: -6751.4456 eV
frontier orbital gap: 10.44 eV

---

4.
C5H5N as an isolated structure, computed with the ωB97M-V functional and the def2-TZVPD basis.

Structure (XYZ):
```
11
Properties=species:S:1:pos:R:3:forces:R:3
N 0.321 -1.764 -0.079 -0.1 0.2 -0.2
C 0.987 0.539 0.100 -0.1 0.0 0.0
C 1.268 -0.786 -0.104 -0.1 0.0 0.2
C -0.387 0.928 0.091 0.3 0.1 -0.5
C -1.313 -0.079 -0.363 0.0 0.1 0.1
C -0.983 -1.494 -0.300 0.1 0.1 0.0
H 1.766 1.265 0.301 -0.1 -0.1 0.0
H -2.331 0.222 -0.613 0.2 -0.1 0.2
H -0.992 0.336 0.969 -0.2 -0.2 0.1
H -0.693 1.968 0.186 0.1 -0.1 0.0
H 2.302 -1.127 -0.158 -0.2 0.1 0.0
```
Forces are in eV/Å.

Summary:
ΔE to the lowest compared entry with this formula, charge and spin: 521.7 kJ/mol
lowest unoccupied orbital energy: -0.530 eV
net charge: 0
DFT total energy: -6750.5005 eV
frontier orbital gap: 6.64 eV

---

5.
One molecule with the formula C5H5N, computed with the ωB97M-V functional and the def2-TZVPD basis.

Structure (XYZ):
```
11
Properties=species:S:1:pos:R:3:forces:R:3
N 0.155 1.544 0.225 0.4 -0.2 -0.5
C 0.330 -0.643 1.126 0.1 0.1 -0.3
C -0.533 -0.266 -1.090 -0.3 -0.1 0.0
C -0.604 1.085 -0.762 0.1 0.0 -0.3
C -0.258 -1.137 -0.031 -0.1 0.1 -0.1
C 0.814 0.665 0.961 0.1 0.0 0.0
H 1.855 0.929 1.101 -0.1 0.4 1.6
H -0.459 -2.200 -0.135 0.1 0.1 0.0
H 0.453 -1.208 2.049 0.5 -0.1 -0.5
H -0.581 -0.591 -2.120 -0.8 -0.2 0.1
H -1.172 1.821 -1.323 0.2 -0.1 -0.1
```
Forces are in eV/Å.

Summary:
ΔE to the lowest compared entry with this formula, charge and spin: 142.7 kJ/mol
SMILES string: c1ccncc1
lowest unoccupied orbital energy: 0.654 eV
net charge: 0
DFT total energy: -6754.4288 eV
frontier orbital gap: 9.41 eV

---

6.
C5H5N as an isolated structure, computed with the ωB97M-V functional and the def2-TZVPD basis.

Structure (XYZ):
```
11
Properties=species:S:1:pos:R:3:forces:R:3
N 0.503 -1.321 0.007 -0.1 0.2 0.0
C -0.277 1.358 0.177 0.1 0.0 0.0
C 1.121 1.149 0.311 -0.3 -0.3 -0.1
C -0.783 -0.978 -0.141 -0.1 0.1 0.0
C 1.411 -0.239 0.246 0.2 0.2 0.4
C -1.211 0.338 0.007 0.2 -0.1 0.0
H -2.276 0.552 -0.046 0.1 0.0 0.0
H 1.239 -0.823 -0.884 -0.1 -0.1 -0.2
H -1.469 -1.788 -0.376 0.1 0.1 0.1
H -0.663 2.380 0.218 0.1 -0.2 0.0
H 2.404 -0.629 0.481 -0.2 0.1 -0.1
```
Forces are in eV/Å.

Summary:
ΔE to the lowest compared entry with this formula, charge and spin: 488.5 kJ/mol
lowest unoccupied orbital energy: 0.017 eV
net charge: 0
DFT total energy: -6750.8445 eV
frontier orbital gap: 7.83 eV

---

7.
An isolated ion of composition C5H5N2 and charge +1, computed with the ωB97M-V functional and the def2-TZVPD basis.

Structure (XYZ):
```
12
Properties=species:S:1:pos:R:3:forces:R:3
N 1.647 -0.128 -1.127 0.3 -1.0 -1.7
N -0.531 -0.012 0.897 -2.8 -1.7 -3.3
C 1.356 1.206 1.052 0.3 0.4 -0.1
C -0.864 -0.459 -0.130 0.5 0.7 3.4
C 1.676 0.492 -0.177 0.0 1.6 2.4
C -1.226 -1.179 -1.256 -0.6 -3.8 -0.5
C 0.137 0.917 1.580 2.8 1.8 0.5
H -0.329 1.421 2.407 0.0 -0.1 0.3
H -1.502 -0.562 -2.064 -0.2 1.0 -1.1
H -2.131 -1.905 -1.071 1.7 1.3 0.0
H -0.293 -1.780 -1.529 -1.2 0.6 0.1
H 2.063 1.989 1.417 -0.9 -0.8 -0.1
```
Forces are in eV/Å.

Summary:
ΔE to the lowest compared entry with this formula, charge and spin: 15.5 kJ/mol
SMILES string: CC#[N+]/C=C\C#N
lowest unoccupied orbital energy: -5.695 eV
net charge: +1
DFT total energy: -8236.2861 eV
frontier orbital gap: 9.70 eV

---

8.
An isolated ion of composition C5H5N2O4S and charge -1, computed with the ωB97M-V functional and the def2-TZVPD basis.

Structure (XYZ):
```
17
Properties=species:S:1:pos:R:3:forces:R:3
S -0.596 -1.442 1.554 -0.8 1.7 4.8
O 1.007 -0.706 1.525 0.1 -0.2 -0.6
O -0.517 -2.415 0.517 -0.2 -0.5 -0.9
O 1.056 1.548 1.543 0.3 -1.0 -0.6
O -0.523 -1.888 2.956 -0.2 0.0 -1.8
N 0.736 0.480 -0.479 -0.4 1.7 1.5
N 0.683 1.574 -2.411 -1.2 -0.2 0.5
C 0.459 -0.447 -1.456 0.8 -0.1 1.6
C 0.438 0.234 -2.617 -0.1 -1.5 -0.8
C 0.718 1.673 -1.088 1.0 1.5 -2.4
C -1.541 -0.024 1.396 -0.6 -2.2 -1.3
C 0.900 0.490 0.980 0.1 0.9 -0.3
H 0.227 -0.353 -3.527 0.3 1.2 0.1
H 0.770 2.663 -0.667 0.2 -0.4 0.7
H -2.154 -0.244 0.470 0.4 0.8 1.1
H 0.381 -1.413 -1.039 -0.3 -1.2 -0.7
H -2.044 0.272 2.346 0.5 -0.5 -0.9
```
Forces are in eV/Å.

Summary:
ΔE to the lowest compared entry with this formula, charge and spin: 99.5 kJ/mol
SMILES string: C=[S@@](=O)([O-])OC(=O)n1ccnc1
lowest unoccupied orbital energy: 3.655 eV
net charge: -1
DFT total energy: -27271.1264 eV
frontier orbital gap: 8.12 eV